Run 1
Density functional theory data (ωB97M-V/def2-TZVPD) for an isolated molecule of C8H12N2.

* gap between HOMO and LUMO: 10.798 eV
* SMILES string: C[C@]12CCCC[C@@]1(C#N)N2
* LUMO energy: 0.780 eV

Last column: natural (NBO) charge in e.
Element x y z (Å)
1 C -3.075 -0.548 -0.060  0.24
2 C 0.864 -1.814 0.291  -0.39
3 C 1.526 -0.507 -0.509  -0.41
4 C -0.682 -1.793 0.085  -0.43
5 C 0.917 0.812 -0.101  -0.41
6 C -1.354 -0.458 0.303  0.13
7 C -0.591 0.784 0.248  0.10
8 C -1.210 2.151 -0.174  -0.59
9 N -4.052 -0.419 -0.590  -0.36
10 N -0.977 0.163 1.543  -0.60
11 H 1.347 -2.715 -0.194  0.22
12 H 1.249 -1.696 1.353  0.22
13 H 2.666 -0.498 -0.344  0.22
14 H 1.314 -0.652 -1.592  0.20
15 H -0.807 -1.905 -0.954  0.21
16 H -1.104 -2.604 0.597  0.23
17 H 1.366 1.397 0.758  0.22
18 H 0.861 1.550 -0.966  0.21
19 H -2.105 2.292 0.536  0.20
20 H -1.529 2.105 -1.141  0.22
21 H -0.540 2.891 -0.078  0.21
22 H -1.704 0.730 1.869  0.36

---

Run 2
Density functional theory data (ωB97M-V/def2-TZVPD) for a structure of composition C8H12N2.

* gap between HOMO and LUMO: 8.792 eV
* LUMO energy: 0.774 eV

Last column: natural (NBO) charge in e.
Element x y z (Å)
1 C 0.878 -2.070 0.875  -0.68
2 C 1.321 -0.645 0.358  -0.11
3 C 0.122 -0.098 -0.361  -0.04
4 C 0.309 1.287 -0.951  -0.18
5 C -0.752 1.884 -1.650  -0.23
6 C -1.864 1.144 -1.864  -0.18
7 C -2.036 -0.217 -1.327  -0.27
8 C -1.043 -0.693 -0.685  -0.17
9 H -0.235 -2.188 1.644  0.27
10 H 1.163 -2.602 -0.095  0.23
11 H 2.075 -2.462 1.421  0.20
12 H 1.981 -0.788 -0.380  0.22
13 H 2.364 0.168 1.979  0.35
14 H 0.651 1.687 2.627  0.31
15 H -0.409 0.554 1.920  0.36
16 H 0.998 1.923 -0.791  0.20
17 H -0.710 3.153 -2.112  0.22
18 H -2.906 1.651 -2.606  0.20
19 H -3.004 -0.588 -1.764  0.24
20 H -1.301 -1.701 -0.056  0.21
21 N 1.712 0.203 1.424  -0.48
22 N 0.685 0.397 2.395  -0.66

---

Top of the stability list: run 1, leading by 0.2581 hartree.

---

Run 1
Density functional theory data (ωB97M-V/def2-TZVPD) for an isolated molecule of H2N2O2S.

* gap between HOMO and LUMO (spin up / spin down): 9.296 / 9.295 eV
* SMILES string: NS[N+](=O)[O-]
* LUMO energy (spin up / spin down): -1.369 / -1.370 eV

Last column: natural (NBO) charge in e.
Element x y z (Å)
1 N 0.009 0.207 0.041  -0.74
2 N -3.194 0.223 -0.076  0.44
3 O -2.826 1.289 -0.466  -0.37
4 O -4.303 -0.101 0.264  -0.34
5 S -1.805 -1.036 0.035  0.28
6 H -0.602 0.962 0.452  0.36
7 H 0.006 0.414 -0.986  0.36

---

Run 2
Density functional theory data (ωB97M-V/def2-TZVPD) for a cluster of 2 separate species, H2N2O2S in total.

* gap between HOMO and LUMO: 7.855 eV
* LUMO energy: -1.175 eV

Last column: natural (NBO) charge in e.
Element x y z (Å)
1 N -1.370 -0.508 0.624  -0.26
2 N -1.952 0.349 0.037  -0.30
3 O 2.574 1.137 -0.932  -0.83
4 O 2.063 -0.588 0.676  -0.82
5 S 2.328 0.805 0.451  1.65
6 H -1.514 -1.482 0.150  0.27
7 H -2.129 0.287 -1.006  0.29

---

Top of the stability list: run 2, leading by 0.0824 hartree.

---

Run 1
Density functional theory data (ωB97M-V/def2-TZVPD) for a cluster of 2 separate species, C2H4S2 in total.

* gap between HOMO and LUMO: 7.983 eV
* LUMO energy: -0.949 eV

Last column: natural (NBO) charge in e.
Element x y z (Å)
1 C 0.185 -0.136 0.474  -0.75
2 C 0.251 -0.129 -1.116  -0.26
3 H -1.868 1.314 1.525  0.12
4 H 1.188 -0.853 0.718  0.28
5 H 0.611 0.697 0.989  0.27
6 H -0.672 0.203 -1.805  0.24
7 S -1.409 -0.423 0.947  0.07
8 S 1.714 -0.674 -1.732  0.03

---

Run 2
Density functional theory data (ωB97M-V/def2-TZVPD) for a structure of composition C2H4S2.

* gap between HOMO and LUMO: 8.390 eV
* LUMO energy: -0.083 eV

Last column: natural (NBO) charge in e.
Element x y z (Å)
1 C -0.486 0.045 0.472  -0.45
2 C 0.804 0.157 -0.304  -0.57
3 S -1.982 1.079 0.080  0.08
4 S -1.820 -1.013 -0.127  0.10
5 H -0.183 -0.258 1.444  0.23
6 H 0.642 0.184 -1.469  0.23
7 H 1.539 -1.063 -0.078  0.18
8 H 1.487 0.868 -0.019  0.21

---

Run 3
Density functional theory data (ωB97M-V/def2-TZVPD) for a structure of composition C2H4S2.

* gap between HOMO and LUMO (spin up / spin down): 7.790 / 7.789 eV
* LUMO energy (spin up / spin down): -0.962 / -0.962 eV

Last column: natural (NBO) charge in e.
Element x y z (Å)
1 C 1.788 0.756 1.036  -0.40
2 C -1.555 -0.728 -0.819  -0.45
3 S 0.056 0.680 0.074  -0.18
4 S 2.498 2.130 1.181  0.18
5 H 2.062 -0.292 1.273  0.21
6 H -2.102 0.032 -1.310  0.21
7 H -1.840 -1.421 0.046  0.23
8 H -0.907 -1.157 -1.480  0.19

---

Top of the stability list: run 2, leading by 0.0597 hartree.

---

Run 1
Density functional theory data (ωB97M-V/def2-TZVPD) for a structure of composition C4H5O2P.

* gap between HOMO and LUMO (spin up / spin down): 8.591 / 8.592 eV
* LUMO energy (spin up / spin down): -0.158 / -0.158 eV

Last column: natural (NBO) charge in e.
Element x y z (Å)
1 C 1.268 -0.476 -1.117  -0.36
2 C 0.366 0.209 -0.405  0.42
3 C 2.277 -0.012 -0.039  0.62
4 C 1.099 0.738 0.733  -0.59
5 O 3.421 -0.163 0.131  -0.49
6 O -1.490 0.280 -0.721  -0.88
7 P -2.602 0.102 0.347  0.76
8 H 1.480 -1.086 -1.915  0.24
9 H 1.182 1.798 0.705  0.23
10 H 1.045 0.431 1.765  0.25
11 H -2.541 1.127 1.257  -0.10
12 H -2.058 -0.950 1.131  -0.10

---

Run 2
Density functional theory data (ωB97M-V/def2-TZVPD) for a cluster of 2 separate species, C4H5O2P in total.

* gap between HOMO and LUMO: 8.100 eV
* SMILES string: O=C=C=C=O.C=[PH3]
* LUMO energy: 0.166 eV

Last column: natural (NBO) charge in e.
Element x y z (Å)
1 C 1.663 0.216 2.756  -0.68
2 C 0.753 1.067 2.695  0.75
3 C 0.071 -1.332 -0.265  -1.04
4 C 2.350 -0.888 2.699  0.81
5 O -0.109 1.837 2.663  -0.46
6 O 2.915 -1.875 2.632  -0.41
7 P -0.209 0.398 -0.340  0.71
8 H 0.150 -1.665 0.872  0.20
9 H 0.404 1.643 -0.391  -0.06
10 H 0.858 -1.689 -0.858  0.21
11 H -1.438 0.659 0.022  -0.01
12 H -0.603 0.533 -1.749  -0.02

---

Top of the stability list: run 1, leading by 0.0105 hartree.

---

Run 1
Density functional theory data (ωB97M-V/def2-TZVPD) for the ion CH3N2O3S with charge -1.

* gap between HOMO and LUMO: 8.122 eV
* LUMO energy: 4.059 eV
* total charge: -1

Last column: natural (NBO) charge in e.
Element x y z (Å)
1 C 0.241 1.878 0.329  0.50
2 N -0.139 -0.462 0.598  -0.70
3 N 0.636 0.578 -0.015  -0.51
4 O 2.409 -1.012 0.902  -1.04
5 O 0.814 2.937 0.132  -0.65
6 O 2.758 -0.516 -1.423  -0.99
7 S 2.536 0.061 -0.106  1.64
8 H -0.727 1.709 0.792  0.05
9 H -0.723 0.019 1.367  0.31
10 H 0.541 -1.135 1.056  0.39

---

Run 2
Density functional theory data (ωB97M-V/def2-TZVPD) for a cluster of 2 separate species, CH3N2O3S in total.

* gap between HOMO and LUMO: 7.283 eV
* LUMO energy: 3.164 eV
* total charge: -1

Last column: natural (NBO) charge in e.
Element x y z (Å)
1 C -2.939 0.761 -0.221  0.64
2 N -1.751 0.725 -0.233  -0.89
3 N 0.832 0.547 -0.283  -1.04
4 O 2.243 -1.568 -0.799  -0.96
5 O -4.081 0.430 -0.152  -0.73
6 O 1.550 -0.987 1.454  -0.90
7 S 2.240 -0.277 -0.060  1.55
8 H 0.883 1.592 0.066  0.42
9 H 0.946 -1.469 0.952  0.45
10 H 0.076 0.247 -0.724  0.44

---

Top of the stability list: run 1, leading by 0.0167 hartree.

---

Run 1
Density functional theory data (ωB97M-V/def2-TZVPD) for an isolated molecule of C7H13NS.

* gap between HOMO and LUMO (spin up / spin down): 7.724 / 8.044 eV
* LUMO energy (spin up / spin down): 0.391 / 0.580 eV

Last column: natural (NBO) charge in e.
Element x y z (Å)
1 C -1.750 0.284 0.125  0.26
2 C -3.043 0.487 0.357  -0.53
3 C -0.290 0.655 0.338  -0.33
4 C 0.374 -0.261 -0.602  -0.08
5 C -0.130 2.170 -0.103  -0.58
6 C 2.610 -0.501 0.750  -0.61
7 C 1.411 -1.141 0.029  -0.40
8 N -0.712 -0.908 -1.294  -0.62
9 S -1.101 -2.437 -0.954  0.23
10 H -3.774 -0.048 -0.218  0.23
11 H -3.573 0.921 1.276  0.23
12 H 0.122 0.650 1.421  0.22
13 H 0.813 0.323 -1.527  0.19
14 H -0.887 2.734 0.563  0.22
15 H -0.359 2.295 -1.165  0.21
16 H 0.901 2.386 -0.013  0.21
17 H 2.812 -1.179 1.550  0.22
18 H 2.449 0.481 1.165  0.21
19 H 3.519 -0.489 0.149  0.21
20 H 0.847 -1.797 0.852  0.19
21 H 1.664 -1.901 -0.623  0.22
22 H -1.905 -2.724 -2.076  0.11

---

Run 2
Density functional theory data (ωB97M-V/def2-TZVPD) for an isolated molecule of C7H13NS.

* gap between HOMO and LUMO: 8.580 eV
* LUMO energy: 0.730 eV

Last column: natural (NBO) charge in e.
Element x y z (Å)
1 C -0.033 -0.238 0.969  -0.01
2 C 1.009 -0.521 1.743  -0.38
3 C -1.302 0.489 1.394  -0.61
4 C -0.218 -0.735 -0.507  0.09
5 C -0.479 -2.270 -0.783  -0.61
6 C 1.106 -0.458 -1.393  -0.61
7 C -1.000 2.751 -0.363  -0.81
8 N -1.296 -0.067 -1.166  -0.89
9 S -1.915 1.063 -0.309  1.06
10 H 1.780 -0.964 1.231  0.20
11 H 1.003 -0.285 2.735  0.20
12 H -2.283 -0.098 1.685  0.25
13 H -1.016 1.366 2.054  0.24
14 H -1.025 -2.513 -1.735  0.23
15 H -1.160 -2.516 0.017  0.20
16 H 0.385 -2.820 -0.623  0.19
17 H 0.839 -0.821 -2.397  0.22
18 H 1.781 -1.116 -1.059  0.18
19 H 1.280 0.593 -1.161  0.21
20 H -1.129 3.170 -1.264  0.21
21 H 0.177 2.749 -0.192  0.21
22 H -1.397 3.379 0.312  0.21

---

Top of the stability list: run 2, leading by 0.0491 hartree.

---

Run 1
Density functional theory data (ωB97M-V/def2-TZVPD) for a cluster of 7 separate species, H14O7 in total.

* gap between HOMO and LUMO (spin up / spin down): 2.592 / 10.671 eV
* spin multiplicity: 2
* LUMO energy (spin up / spin down): 2.995 / 2.971 eV
* ⟨S²⟩: 0.750
* total charge: -1

Last column: natural (NBO) charge in e.
Element x y z (Å)
1 O 2.071 -3.234 1.633  -0.94
2 H 1.186 -2.957 1.394  0.47
3 H 2.271 -3.947 1.027  0.46
4 O -2.573 -0.056 1.263  -0.98
5 H -1.702 0.136 0.916  0.50
6 H -3.161 0.513 0.765  0.46
7 O 0.729 2.562 -1.628  -1.43
8 H 1.618 2.918 -1.657  0.37
9 H 0.166 3.331 -1.537  0.33
10 O -0.890 -2.175 -1.961  -0.96
11 H -0.677 -1.291 -1.664  0.50
12 H -0.534 -2.748 -1.282  0.45
13 O 1.706 0.963 2.497  -1.04
14 H 1.306 0.904 3.365  0.46
15 H 2.360 1.656 2.581  0.44
16 O -1.881 0.810 -1.962  -1.01
17 H -2.270 0.926 -2.829  0.46
18 H -1.327 1.581 -1.843  0.47
19 O 0.233 -0.209 0.262  -1.01
20 H 0.513 0.491 -0.328  0.50
21 H 0.856 -0.174 0.988  0.49

---

Run 2
Density functional theory data (ωB97M-V/def2-TZVPD) for a cluster of 7 separate species, H14O7 in total.

* gap between HOMO and LUMO (spin up / spin down): 3.641 / 10.778 eV
* spin multiplicity: 2
* LUMO energy (spin up / spin down): 3.407 / 3.350 eV
* ⟨S²⟩: 0.750
* total charge: -1

Last column: natural (NBO) charge in e.
Element x y z (Å)
1 O -2.070 -1.178 3.770  -0.97
2 H -1.579 -1.616 4.464  0.46
3 H -1.410 -0.684 3.283  0.49
4 O -3.448 0.404 -0.252  -0.98
5 H -2.520 0.636 -0.213  0.50
6 H -3.722 0.356 0.664  0.45
7 O 0.255 -0.798 2.094  -1.30
8 H 0.765 -0.028 2.346  0.37
9 H 0.900 -1.503 2.033  0.33
10 O 1.373 2.753 -3.140  -0.97
11 H 2.209 2.685 -3.599  0.45
12 H 1.468 2.176 -2.382  0.50
13 O -0.777 0.584 -0.192  -1.02
14 H -0.028 0.657 -0.783  0.49
15 H -0.400 0.295 0.639  0.48
16 O 1.696 0.779 -1.227  -1.08
17 H 2.145 0.730 -0.383  0.41
18 H 1.570 -0.134 -1.486  0.49
19 O 1.157 -1.751 -2.141  -1.01
20 H 1.904 -2.335 -2.009  0.44
21 H 0.516 -2.031 -1.487  0.47

---

Top of the stability list: run 2, leading by 0.0204 hartree.

---

Run 1
Density functional theory data (ωB97M-V/def2-TZVPD) for a cluster of 12 separate species, C4H30O12 in total.

* gap between HOMO and LUMO: 10.040 eV
* SMILES string: C/C=C/CO.O.O.O.O.O.O.O.O.O.O.O
* LUMO energy: 0.048 eV

Last column: natural (NBO) charge in e.
Element x y z (Å)
1 C 0.589 0.311 -2.142  -0.70
2 C -1.504 -1.929 0.263  -0.12
3 O -2.671 -1.126 0.634  -0.73
4 C -0.374 -1.067 -0.159  -0.34
5 C -0.160 -0.813 -1.461  -0.11
6 H 1.320 -0.100 -2.891  0.24
7 H -0.070 0.772 -2.827  0.24
8 H 1.139 1.095 -1.579  0.25
9 H -1.227 -2.586 1.108  0.18
10 H -1.903 -2.561 -0.572  0.19
11 H -2.840 -1.409 1.515  0.47
12 H 0.071 -0.449 0.682  0.19
13 H -0.687 -1.543 -2.202  0.23
14 H -1.286 2.783 1.610  0.46
15 H -1.389 1.929 2.913  0.49
16 O -1.414 2.823 2.530  -0.98
17 H -1.806 -0.084 2.385  0.47
18 H -0.487 -0.379 3.218  0.50
19 O -1.400 0.138 3.230  -1.00
20 H -1.992 1.563 -1.743  0.50
21 H -2.116 0.356 -0.817  0.49
22 O -2.557 0.743 -1.588  -0.98
23 H -3.066 -1.547 -3.050  0.46
24 H -2.595 -0.142 -3.091  0.50
25 O -2.584 -0.967 -3.634  -0.99
26 H 3.513 -1.824 1.701  0.51
27 H 3.029 -2.615 2.917  0.47
28 O 3.492 -1.814 2.653  -0.95
29 H 0.423 -0.672 -5.225  0.47
30 H -0.217 -1.927 -4.635  0.48
31 O 0.610 -1.527 -4.876  -0.95
32 H -0.322 1.981 0.158  0.50
33 H -0.352 3.382 -0.661  0.50
34 O -0.597 2.488 -0.604  -0.99
35 H 1.939 2.525 0.352  0.49
36 H 3.190 3.418 0.182  0.47
37 O 2.375 3.049 -0.333  -0.97
38 H 0.632 1.534 2.413  0.51
39 H 0.828 3.095 2.129  0.51
40 O 0.832 2.189 1.744  -0.99
41 H 1.916 -1.244 2.940  0.51
42 H 1.121 -0.916 4.165  0.47
43 O 1.021 -0.968 3.307  -0.98
44 H 2.991 -2.179 -0.751  0.48
45 H 1.962 -1.502 -0.069  0.49
46 O 2.624 -2.282 0.164  -0.97

---

Run 2
Density functional theory data (ωB97M-V/def2-TZVPD) for a cluster of 11 separate species, C4H30O12 in total.

* gap between HOMO and LUMO: 9.930 eV
* SMILES string: OCCCCO.O.O.O.O.O.O.O.O.O.O
* LUMO energy: -0.285 eV

Last column: natural (NBO) charge in e.
Element x y z (Å)
1 C 0.412 0.048 0.105  -0.44
2 C 0.665 -0.314 1.590  -0.44
3 C -0.136 0.520 2.575  -0.07
4 O -0.001 1.907 2.522  -0.74
5 C 1.534 -0.622 -0.757  -0.07
6 O 0.825 -0.943 -2.025  -0.78
7 H 0.547 1.125 0.038  0.22
8 H -0.537 -0.324 -0.237  0.20
9 H 1.665 0.034 1.970  0.20
10 H 0.735 -1.362 1.834  0.21
11 H 0.194 0.228 3.616  0.17
12 H -1.137 0.110 2.706  0.16
13 H -0.568 2.328 1.843  0.52
14 H 1.805 -1.550 -0.258  0.19
15 H 2.248 0.100 -1.120  0.20
16 H 0.186 -1.661 -1.855  0.50
17 H 0.069 0.571 -2.424  0.52
18 H -0.256 2.126 -1.850  0.50
19 O -0.477 1.390 -2.422  -1.04
20 H -0.062 -4.023 1.388  0.48
21 H -1.444 -4.311 1.421  0.48
22 O -0.748 -4.294 0.747  -0.94
23 H -2.801 -1.489 -1.461  0.48
24 H -3.844 -2.281 -0.658  0.48
25 O -3.720 -1.478 -1.171  -0.95
26 H -2.179 3.790 -0.226  0.48
27 H -1.870 2.422 -0.411  0.50
28 O -1.405 3.232 -0.038  -1.01
29 H -2.259 1.434 -3.104  0.52
30 H -3.494 0.465 -3.427  0.48
31 O -3.231 1.318 -3.073  -0.99
32 H 3.533 -1.110 1.809  0.48
33 H 4.483 -1.987 1.125  0.47
34 O 3.740 -2.060 1.742  -0.97
35 H -3.637 1.763 -1.436  0.51
36 H -3.274 0.650 -0.449  0.49
37 O -3.416 1.597 -0.487  -0.99
38 H 4.258 0.932 2.288  0.48
39 H 3.481 1.153 0.933  0.50
40 O 4.249 0.754 1.342  -0.98
41 H 2.582 3.342 1.099  0.48
42 H 1.592 2.457 1.986  0.51
43 O 2.514 2.568 1.662  -1.00
44 H 0.224 -4.023 -2.099  0.49
45 H -0.446 -3.533 -0.796  0.50
46 O -0.384 -3.357 -1.753  -0.98

---

Top of the stability list: run 2, leading by 0.0514 hartree.